Record 1
Molecular formula: C5H10NO
Method: DFT, ωB97M-V/def2-TZVPD

```
17
Properties=species:S:1:pos:R:3:mulliken_charge:R:1
C 2.06906 -0.05829 0.04518 -0.605
C -0.16854 1.03093 -0.45784 -0.735
C 0.78854 -0.12499 -0.68493 0.154
C 1.11955 -1.06626 0.44201 -0.698
C -2.29635 0.30571 -0.12337 -0.293
N -1.19691 0.71463 0.70049 0.109
O -2.22187 -0.93828 -0.22258 -0.299
H 2.90626 -0.22740 -0.55774 0.310
H 2.09542 0.80552 0.71729 0.236
H 0.24133 1.95753 0.01241 0.402
H -0.97704 1.26351 -1.24415 0.341
H 0.81254 -0.60285 -1.72773 0.418
H 1.27682 -2.06072 0.05588 0.262
H 0.67644 -1.02772 1.49815 0.321
H -0.90216 -0.15359 1.12981 0.212
H -1.30995 1.48317 1.36125 0.395
H -2.91314 -1.30088 -0.94413 0.471
```

## Properties
- Charge: +1
- HOMO level: -14.35 eV
- E_tot: -8873.55020 eV
- LUMO: -3.9 eV
- Energy above the lowest of the compared OMol25 structures with the same formula, charge and spin: 115.99 kcal/mol
- Kohn-Sham gap: 10.484 eV
- Multiplicity: 1


Record 2
Molecular formula: C5H10NO
Method: DFT, ωB97M-V/def2-TZVPD

```
17
Properties=species:S:1:pos:R:3:mulliken_charge:R:1
O 0.99264 2.37077 -1.10476 -0.443
C -0.09830 2.09275 -0.69375 0.000
C -0.54293 0.66052 -0.47727 -0.060
C -0.73850 0.26200 0.99071 -0.706
C 0.02403 -1.07804 1.17043 -0.510
C 0.58991 -1.48061 -0.19992 -0.616
N 0.52429 -0.23457 -1.04194 -0.149
H -0.78042 2.85510 -0.28479 0.399
H -1.48941 0.45727 -0.96903 0.332
H -0.27162 0.94697 1.69789 0.318
H -1.79832 0.21874 1.21816 0.352
H 0.82581 -0.90525 1.87896 0.311
H -0.58467 -1.88506 1.54368 0.328
H -0.00257 -2.23241 -0.69459 0.359
H 1.58659 -1.86797 -0.05099 0.343
H 0.35887 -0.47360 -2.01505 0.332
H 1.40459 0.29339 -0.96775 0.410
```

## Properties
- Charge: +1
- SMILES: O=C[C@@H]1CCC[NH2+]1
- HOMO level: -14.97 eV
- E_tot: -8877.75665 eV
- LUMO: -3.4 eV
- Energy above the lowest of the compared OMol25 structures with the same formula, charge and spin: 18.99 kcal/mol
- Kohn-Sham gap: 11.551 eV
- Multiplicity: 1


Record 3
Molecular formula: C5H10NO
Method: DFT, ωB97M-V/def2-TZVPD

```
17
Properties=species:S:1:pos:R:3:mulliken_charge:R:1
C 2.12216 1.94968 -1.36008 0.600
C 1.67383 1.35568 -0.39859 0.102
C 2.78245 2.62953 -2.44673 -1.082
C -2.39701 -2.54587 1.03545 -0.728
C 1.25117 0.44872 0.58567 -0.297
N -2.39987 -1.12882 1.42100 -0.208
O 0.17312 0.04977 0.92136 -0.595
H 2.04697 3.34605 -2.92932 0.294
H 3.66358 3.07660 -1.96771 0.286
H 3.22003 1.93964 -3.27609 0.299
H -3.17725 -3.20639 1.52653 0.323
H -2.58742 -2.48353 -0.10567 0.322
H -1.40746 -2.80171 1.16929 0.305
H 2.10362 -0.06662 1.14571 0.286
H -2.51182 -1.10082 2.44775 0.385
H -3.14880 -0.56342 0.97915 0.370
H -1.40728 -0.89850 1.25228 0.338
```

## Properties
- Charge: +1
- HOMO level: -13.38 eV
- E_tot: -8875.45611 eV
- LUMO: -3.3 eV
- Energy above the lowest of the compared OMol25 structures with the same formula, charge and spin: 72.04 kcal/mol
- Kohn-Sham gap: 10.086 eV
- Multiplicity: 1


Record 4
Molecular formula: C5H10NO
Method: DFT, ωB97M-V/def2-TZVPD

```
17
Properties=species:S:1:pos:R:3:mulliken_charge:R:1
N -2.39312 0.61384 -0.35288 -0.251
C -1.37036 -0.43350 -0.09534 -0.232
C -0.46045 -0.27148 0.84238 -0.368
C 0.82747 -1.04892 0.74688 -0.635
C 1.94568 -0.16385 0.17568 -0.617
C 1.54770 0.75182 -0.96331 -0.020
O 0.69364 0.43047 -1.75616 -0.469
H -3.35359 0.28619 -0.23438 0.362
H -2.23799 1.01986 -1.28010 0.383
H -2.24784 1.40558 0.28583 0.360
H -1.43214 -1.24470 -0.79743 0.346
H -0.49568 0.43946 1.66243 0.319
H 0.64675 -2.00768 0.27287 0.369
H 1.17611 -1.26006 1.75318 0.330
H 2.81582 -0.72829 -0.15479 0.366
H 2.27281 0.50004 0.98452 0.333
H 2.06519 1.71123 -1.08937 0.426
```

## Properties
- Charge: +1
- SMILES: [NH3+]/C=C/CCC=O
- HOMO level: -13.40 eV
- E_tot: -8876.74980 eV
- LUMO: -3.6 eV
- Energy above the lowest of the compared OMol25 structures with the same formula, charge and spin: 42.21 kcal/mol
- Kohn-Sham gap: 9.748 eV
- Multiplicity: 1